The following is a quantum chemistry calculation of a single C4H10N4 molecule, from the OMol25 dataset.

Last column: Löwdin charge in e.
Atoms and positions in Å:
C  -0.7410  0.8316  -1.4160  -0.037
N  -0.0191  0.0100  -0.4479  -0.255
C  0.7919  0.8574  0.5173  -0.490
N  0.7807  -1.0056  -1.0308  0.100
N  -0.6428  -1.7759  1.3401  0.076
C  0.0330  0.5664  1.6296  -0.055
C  -0.8638  -0.4491  1.0508  -0.275
N  1.7875  1.4854  0.0029  0.072
H  0.3524  -1.3306  -1.8941  0.087
H  1.6858  -0.5850  -1.2482  0.086
H  2.3221  2.0015  0.6922  0.031
H  0.3359  -2.0125  1.4462  0.092
H  -1.1457  -2.4520  0.7788  0.087
H  0.0161  0.9851  2.6155  0.073
H  -1.9368  -0.2578  0.9149  0.130
H  -1.3817  0.2034  -2.0387  0.088
H  -1.3510  1.5538  -0.8765  0.100
H  -0.0235  1.3739  -2.0360  0.091

The calculation puts the HOMO energy at -0.252 Ha. The calculated total energy is -377.322606 Ha. As for the HOMO-LUMO gap: 7.63 eV. As for the LUMO energy: 0.8 eV. The strongest force on any atom comes out at 0.0169 Eh/bohr.